Molecular formula: C3H3F2N
Method: DFT, ωB97M-V/def2-TZVPD

As for the LUMO energy: 0.50 eV. As for the HOMO energy: -0.457 hartree. As for the spin multiplicity: 1. Its calculated total energy is -370.5586 a.u. As for the SMILES: N#C[C@@H](F)CF. The calculation puts the relative energy (zero: lowest compared OMol25 entry of this formula, charge and spin) at 82.7 kJ/mol. The calculation puts the largest force on an atom at 1.9 eV/Å. The calculation puts the gap between HOMO and LUMO at 12.93 eV. The charge is 0.

CARTESIAN COORDINATES (ANGSTROEM)
H 0.361 -1.376 0.243
C -0.171 0.498 -0.303
F 1.997 -0.324 -0.295
F -0.016 1.781 0.104
N -2.481 -0.566 -0.089
H 1.046 -0.243 1.396
H 0.042 0.513 -1.393
C -1.572 0.137 -0.036
C 0.793 -0.420 0.373

Force components x, y, z for each atom (eV/Å):
-0.0059 -1.4877 -0.0282
-0.3309 1.1621 -0.2498
0.2581 -0.1659 -0.3331
0.5876 1.4716 0.4687
-0.3150 0.5744 0.4164
-0.5435 0.4321 0.7768
-0.3350 -0.4788 0.4864
0.1052 -1.6890 -0.8841
0.5794 0.1813 -0.6530

These are the Löwdin partial charges, in e, on atoms 1 to 5: atom 1 (H): 0.1150, atom 2 (C): -0.3304, atom 3 (F): -0.0247, atom 4 (F): 0.0184, atom 5 (N): 0.1830

---

Molecular formula: C3H3F3
Method: DFT, ωB97M-V/def2-TZVPD

As for the LUMO energy: 0.84 eV. As for the HOMO energy: -0.351 hartree. As for the spin multiplicity: 1. Its calculated total energy is -415.6672 a.u. As for the SMILES: CC(F)=C(F)F. The calculation puts the relative energy (zero: lowest compared OMol25 entry of this formula, charge and spin) at 65.3 kJ/mol. The calculation puts the largest force on an atom at 1.8 eV/Å. The calculation puts the gap between HOMO and LUMO at 10.40 eV. The charge is 0.

CARTESIAN COORDINATES (ANGSTROEM)
H 0.632 1.502 0.041
F -2.286 -1.231 0.040
H 1.858 0.497 -0.748
C -1.324 -0.278 -0.004
F 0.366 -1.766 -0.097
H 1.547 0.319 1.005
C 1.108 0.508 0.041
F -1.901 0.917 -0.115
C 0.001 -0.467 -0.162

Force components x, y, z for each atom (eV/Å):
0.4007 -0.2148 0.1141
1.4469 0.8788 -0.0033
-0.0177 -0.2175 0.0177
-0.2287 -0.1068 -1.0294
0.2985 -0.2186 -0.1911
0.3524 -0.0325 0.3494
-1.1893 0.7480 -0.7043
0.2501 -0.2151 0.3248
-1.3128 -0.6216 1.1222

These are the Löwdin partial charges, in e, on atoms 1 to 5: atom 1 (H): 0.0925, atom 2 (F): 0.1142, atom 3 (H): 0.0863, atom 4 (C): -0.2778, atom 5 (F): 0.0540

---

Molecular formula: C3H3F3N
Method: DFT, ωB97M-V/def2-TZVPD

As for the LUMO energy (alpha / beta): -5.28 / -12.10 eV. As for the HOMO energy (alpha / beta): -0.362 / -0.657 hartree. As for the spin multiplicity: 3. Its calculated total energy is -469.8807 a.u. The calculation puts the largest force on an atom at 6.8 eV/Å. The calculation puts the gap between HOMO and LUMO (alpha / beta) at 4.56 / 5.79 eV. As for the expectation value of S²: 2.010. The charge is +1.

CARTESIAN COORDINATES (ANGSTROEM)
H 0.577 -0.899 -1.375
F -5.303 0.205 1.173
H 1.589 -0.909 -0.008
F -4.806 1.200 -0.700
H 0.644 -2.339 0.209
C 0.634 -1.263 -0.318
N -1.592 -0.247 0.485
C -4.955 0.118 -0.053
F -5.001 -0.982 -0.651
C -0.592 -0.698 0.151

Force components x, y, z for each atom (eV/Å):
0.4512 -1.2405 -0.0640
-1.7968 0.0201 1.6916
1.1831 0.9273 0.8143
-0.9034 2.1981 -1.7799
0.0328 1.5080 -1.7705
-2.8951 -1.0486 0.7449
-4.9852 2.2134 1.6640
4.1817 0.7620 2.0572
-1.4690 -3.0004 -1.9869
6.2007 -2.3394 -1.3708

These are the Löwdin partial charges, in e, on atoms 1 to 5: atom 1 (H): 0.1657, atom 2 (F): 0.1975, atom 3 (H): 0.1381, atom 4 (F): 0.2020, atom 5 (H): 0.2178

---

Molecular formula: C3H3F3O
Method: DFT, ωB97M-V/def2-TZVPD

As for the LUMO energy: 0.68 eV. As for the HOMO energy: -0.370 hartree. As for the spin multiplicity: 1. Its calculated total energy is -490.8513 a.u. The calculation puts the relative energy (zero: lowest compared OMol25 entry of this formula, charge and spin) at 260.9 kJ/mol. The calculation puts the largest force on an atom at 5.1 eV/Å. The calculation puts the gap between HOMO and LUMO at 10.76 eV. The charge is 0.

CARTESIAN COORDINATES (ANGSTROEM)
C 2.946 0.213 3.361
O 1.558 0.199 1.720
C -0.282 0.006 0.058
H 0.396 -0.260 -0.785
F 3.665 1.018 2.596
H -0.243 0.997 -0.111
C 0.491 -0.136 1.355
F 3.318 -1.071 3.095
H -1.125 -0.581 0.092
F -0.388 -0.673 2.257

Force components x, y, z for each atom (eV/Å):
0.6144 -0.5874 0.6107
-0.1822 0.0476 -1.2138
4.6321 -2.1692 0.0641
-0.3771 -0.6149 0.5588
0.0778 -1.2082 0.3941
-1.3224 3.7165 -0.3906
-1.9139 -0.4497 0.2314
0.0944 1.8767 -0.1960
-2.1080 -0.5663 -0.1745
0.4849 -0.0452 0.1157

These are the Löwdin partial charges, in e, on atoms 1 to 5: atom 1 (C): -0.0716, atom 2 (O): 0.1054, atom 3 (C): 0.0566, atom 4 (H): 0.1179, atom 5 (F): 0.0240

---

Molecular formula: C3H3F4N
Method: DFT, ωB97M-V/def2-TZVPD

As for the LUMO energy: 1.01 eV. As for the HOMO energy: -0.442 hartree. As for the spin multiplicity: 1. Its calculated total energy is -570.2979 a.u. The calculation puts the relative energy (zero: lowest compared OMol25 entry of this formula, charge and spin) at 0.0 kJ/mol. The calculation puts the largest force on an atom at 0.7 eV/Å. The calculation puts the gap between HOMO and LUMO at 13.04 eV. The charge is 0.

CARTESIAN COORDINATES (ANGSTROEM)
C -1.974 0.734 0.426
F -3.502 -0.246 1.975
H -1.132 0.066 0.646
F -3.305 -1.163 0.036
H -1.944 1.072 -0.618
H 3.636 -1.221 -0.362
F -1.878 1.826 1.229
C 1.806 -0.322 0.334
C -3.295 0.014 0.683
F -4.351 0.706 0.245
N 2.784 -0.823 -0.034

Force components x, y, z for each atom (eV/Å):
0.1594 -0.4401 -0.3168
0.1679 0.0954 0.2193
-0.2615 0.0338 -0.1330
0.1903 -0.0683 -0.1724
-0.0462 -0.2604 0.1461
0.0217 -0.0290 0.0071
-0.1250 0.5107 0.4152
-0.4277 0.1471 0.1235
0.0313 -0.1627 -0.0826
-0.0684 0.2973 -0.0691
0.3582 -0.1237 -0.1373

These are the Löwdin partial charges, in e, on atoms 1 to 5: atom 1 (C): -0.1080, atom 2 (F): 0.1537, atom 3 (H): 0.1056, atom 4 (F): 0.1337, atom 5 (H): 0.1414

---

Molecular formula: C3H3F4N3
Method: DFT, ωB97M-V/def2-TZVPD

As for the LUMO energy: 0.32 eV. As for the HOMO energy: -0.334 hartree. As for the spin multiplicity: 1. Its calculated total energy is -679.6901 a.u. The calculation puts the relative energy (zero: lowest compared OMol25 entry of this formula, charge and spin) at 64.2 kJ/mol. The calculation puts the largest force on an atom at 4.0 eV/Å. The calculation puts the gap between HOMO and LUMO at 9.39 eV. The charge is 0.

CARTESIAN COORDINATES (ANGSTROEM)
N -0.748 -1.441 0.569
H -0.288 -0.814 2.484
F 0.084 2.309 -1.826
H -1.691 -2.195 2.272
C 0.957 0.582 -0.305
F -0.172 0.200 -2.384
N 0.412 1.279 0.675
C -0.914 -1.541 1.807
F 1.767 1.096 -2.455
F -1.531 -2.247 -0.245
C 0.682 1.095 -1.722
H 1.460 -0.325 -0.278
N -0.018 2.002 1.410

Force components x, y, z for each atom (eV/Å):
0.9962 0.6065 -0.5372
-1.2019 -1.6262 -1.5892
0.4728 -0.6874 0.5475
0.7410 0.4499 -0.3421
-1.3263 3.5825 -1.2186
0.5697 0.8494 0.6921
1.5144 -1.2744 -1.9907
-0.5921 0.3317 1.7815
1.0748 0.2450 -0.4027
-0.3179 -0.2609 0.9231
-1.9052 -1.2058 0.4614
0.5118 -1.2945 0.8844
-0.5373 0.2842 0.7903

These are the Löwdin partial charges, in e, on atoms 1 to 5: atom 1 (N): -0.0451, atom 2 (H): 0.1075, atom 3 (F): 0.1205, atom 4 (H): 0.0919, atom 5 (C): -0.0437